60
Properties=species:S:1:pos:R:3:forces:R:3 method="wB97M-V/def2-TZVPD" e_above_lowest_ev=0.164 largest_force_ev_per_a=0.5 multiplicity=5 energy_ha=-2792.63342 homo_ev="-8.16 / -7.41"
Fe 1.438365 1.033372 1.421507 -0.3985 -0.0877 0.2714
N 3.146777 2.129180 2.280148 0.0976 0.2467 -0.0095
C 3.208588 2.053320 3.742879 0.0676 -0.0480 0.0198
C 1.792662 2.045096 4.323985 -0.0315 0.1237 -0.0664
N 0.945913 1.046053 3.692133 -0.0299 -0.1073 -0.0346
C 0.918752 -0.287900 4.272103 -0.0449 -0.0176 0.0085
C 2.154002 -1.105153 3.899424 -0.0039 -0.0029 -0.0104
N 2.414124 -0.968351 2.467494 -0.0067 -0.0645 -0.1192
H 2.999555 3.077472 1.950377 -0.0475 -0.0231 0.0173
H 3.992940 1.789144 1.839738 0.0041 -0.0259 -0.0184
H 3.735274 1.136847 4.001701 -0.0266 -0.0286 0.0172
H 3.778224 2.876326 4.185242 -0.0359 0.0191 0.0026
H 1.837470 1.929752 5.414690 0.0344 -0.0528 -0.0075
H 1.339826 3.020910 4.128338 0.0091 -0.0019 0.0033
H 0.010317 1.391969 3.513373 0.0207 0.0311 0.0599
H 0.811787 -0.265529 5.365130 0.0234 -0.0022 0.0005
H 0.035127 -0.785494 3.867409 0.0086 -0.0095 -0.0157
H 3.026327 -0.749839 4.448956 0.0075 0.0248 0.0034
H 1.996725 -2.143213 4.212118 -0.0250 0.0128 0.0097
H 3.328880 -1.316913 2.210359 0.0229 0.0395 0.0083
H 1.730646 -1.486420 1.921540 0.0108 0.0056 0.0212
C -0.925839 -3.226224 -4.585891 -0.0044 -0.0276 -0.0224
C -1.178152 -1.732048 -4.434472 0.0160 0.0821 0.0613
C -2.594418 -1.309151 -4.801634 0.0162 -0.0357 -0.0493
C -3.603951 -1.933027 -3.849451 -0.0269 -0.0125 0.0067
C -3.214216 -1.683084 -2.416722 0.0541 0.0183 0.0659
C -4.152077 -1.714154 -1.409918 0.0043 -0.0100 -0.0023
C -3.785614 -1.452060 -0.092851 -0.0200 -0.0072 -0.0144
F -4.751614 -1.484729 0.843655 -0.0098 0.0023 0.0230
C -2.503030 -1.154508 0.261205 -0.0088 -0.0057 -0.0250
C -1.527476 -1.128412 -0.742626 -0.0444 -0.0028 -0.0186
C -0.149788 -0.798864 -0.377736 0.1764 0.1013 0.1578
O 0.162358 -0.698178 0.828916 -0.0386 -0.1358 -0.1277
C 0.767465 -0.621621 -1.460831 -0.0636 0.0037 -0.0465
C 0.352428 -0.935449 -2.722699 0.0151 0.0256 0.0458
N -0.894680 -1.306823 -3.051910 0.0134 -0.0411 -0.0085
C -1.878713 -1.383086 -2.073168 -0.0258 0.0175 -0.0657
C 2.201800 -0.140038 -1.307754 -0.0306 -0.1755 0.0104
O 3.003472 -0.441780 -2.184021 -0.0536 0.0595 -0.0121
O 2.448461 0.586659 -0.282117 0.2274 -0.0608 -0.0564
H -1.147782 -3.544684 -5.605334 0.0018 -0.0015 -0.0016
H -1.546941 -3.804105 -3.900859 -0.0039 0.0037 0.0058
H 0.116456 -3.462141 -4.371423 0.0055 0.0108 0.0015
H -0.471285 -1.181291 -5.056382 -0.0171 -0.0256 -0.0340
H -2.799664 -1.606938 -5.830749 0.0052 0.0033 0.0035
H -2.660463 -0.220015 -4.755682 -0.0042 0.0056 0.0202
H -3.673280 -3.009281 -4.031390 0.0001 0.0010 0.0016
H -4.600093 -1.526766 -4.028007 0.0050 0.0050 -0.0107
H -5.190989 -1.923474 -1.632493 -0.0040 0.0038 -0.0021
H -2.228379 -0.908888 1.276673 0.0093 -0.0047 -0.0015
H 1.076078 -0.892564 -3.528243 -0.0075 0.0092 -0.0046
N 1.345190 3.277759 0.022792 0.0438 0.0456 -0.0503
C -0.024540 3.782833 0.086846 0.0355 0.0351 0.0503
C -0.973896 2.855809 0.859420 -0.2021 -0.0095 0.1484
O -2.170222 3.110657 0.829828 0.1588 0.0264 -0.0789
O -0.434148 1.894663 1.523310 0.2370 0.1057 -0.0589
H 1.994378 4.015320 -0.223778 -0.0366 0.0260 0.0042
H 1.465142 2.560834 -0.684653 -0.0451 -0.0203 -0.0327
H -0.483106 3.990010 -0.882792 0.0265 -0.0316 -0.0369
H -0.011150 4.728210 0.634296 -0.0607 -0.0147 -0.0067